(1)
Entry from the Open Molecules 2025 dataset: the molecule C3H7N3 at a distorted geometry (the ωB97M-V functional and the def2-TZVPD basis).

Results
energy relative to the best compared isomer or geometry (same formula, charge and spin) = 50.5 kcal/mol
calculated total energy = -282.693738 Eh
SMILES = CN1CCN=N1
maximum force = 2.97 eV Å⁻¹
HOMO = -8.8 eV
frontier orbital gap = 9.861 eV

Geometry as XYZ:
```
13
Properties=species:S:1:pos:R:3:forces:R:3:nbo_charge:R:1
C 1.15895 -1.34592 0.07273 0.1 0.1 0.3 -0.424
N 0.03002 -0.73998 -0.56201 -2.7 -0.8 0.1 -0.364
C -0.24194 0.64253 -0.28774 0.0 0.3 0.2 -0.274
C -1.77744 0.73794 -0.04784 0.8 0.8 -0.4 -0.289
N -2.20184 -0.61188 0.13947 -1.4 -0.4 0.5 -0.128
N -1.40630 -1.47210 -0.03328 2.9 0.2 -0.8 0.067
H 1.25881 -1.06807 1.13528 0.1 0.0 -0.1 0.162
H 1.05595 -2.42422 -0.00429 0.1 -0.1 0.0 0.218
H 2.06247 -1.04034 -0.46127 0.0 -0.1 0.1 0.202
H 0.03719 1.25010 -1.15153 0.0 0.1 0.2 0.212
H 0.28996 1.00270 0.60811 0.0 0.0 -0.1 0.175
H -2.04747 1.33101 0.82653 0.0 -0.1 0.0 0.222
H -2.32723 1.14913 -0.89798 0.1 -0.1 0.0 0.222
```
Positions in Å, forces in eV/Å.

=====

(2)
Entry from the Open Molecules 2025 dataset: the molecule C3H7N3 at a distorted geometry (the ωB97M-V functional and the def2-TZVPD basis).

Results
energy relative to the best compared isomer or geometry (same formula, charge and spin) = 55.8 kcal/mol
calculated total energy = -282.685261 Eh
SMILES = [H]/N=C(/N)N1CC1
maximum force = 3.73 eV Å⁻¹
HOMO = -9.8 eV
frontier orbital gap = 10.635 eV

Geometry as XYZ:
```
13
Properties=species:S:1:pos:R:3:forces:R:3:nbo_charge:R:1
H 1.25901 -1.65192 -0.16996 1.9 -0.9 0.6 0.363
N 1.91088 -0.86157 0.05068 -3.2 0.9 -0.9 -0.661
C 0.88462 -0.06912 -0.03714 0.4 -1.3 -0.3 0.522
N 0.88809 1.31738 -0.10758 -1.5 0.7 3.0 -0.833
N -0.43919 -0.74403 -0.11752 -0.9 1.9 0.7 -0.464
C -1.44660 -0.06591 0.76164 -0.8 0.6 1.1 -0.266
C -1.59650 0.07999 -0.70944 3.2 1.1 1.6 -0.272
H 0.19883 1.64283 0.70294 2.0 -0.4 -2.4 0.367
H 1.81356 1.61825 0.17718 0.1 0.2 -0.2 0.397
H -1.21607 0.94971 1.26081 -0.2 -2.1 -0.4 0.174
H -2.13724 -0.73969 1.39912 1.3 1.2 -1.3 0.226
H -1.14223 1.03195 -1.10735 -1.4 -1.1 0.0 0.231
H -2.34344 -0.50335 -1.13214 -0.9 -0.7 -1.4 0.216
```
Positions in Å, forces in eV/Å.

=====

(3)
Entry from the Open Molecules 2025 dataset: a 2-piece molecular cluster, C3H7N3O overall (the ωB97M-V functional and the def2-TZVPD basis).

Results
energy relative to the best compared isomer or geometry (same formula, charge and spin) = 62.7 kcal/mol
calculated total energy = -357.950002 Eh
maximum force = 0.73 eV Å⁻¹
HOMO = -8.6 eV
frontier orbital gap = 9.642 eV

Geometry as XYZ:
```
14
Properties=species:S:1:pos:R:3:forces:R:3:nbo_charge:R:1
C 1.77514 1.02784 -0.51844 0.1 0.2 0.0 -0.415
N 1.66432 -0.38776 -0.74869 -0.4 -0.5 0.2 -0.484
C 0.99394 -1.22673 -0.18993 0.4 0.0 -0.2 0.702
N 0.41873 -2.25499 0.23091 0.3 0.3 -0.2 -0.846
C -1.23517 0.05322 0.24978 -0.5 0.2 0.1 0.270
O -1.89956 -0.98354 0.72891 0.2 0.1 -0.1 -0.712
N -2.03675 1.11200 0.16575 0.1 0.0 0.0 -0.812
H 2.50588 1.24363 0.26883 -0.1 -0.1 -0.1 0.201
H 0.79628 1.41685 -0.21241 0.2 0.0 0.0 0.204
H 2.10639 1.51651 -1.43826 -0.1 -0.1 0.2 0.202
H -1.23818 -1.72094 0.70361 -0.1 0.1 0.0 0.523
H 1.02439 -2.88700 0.74076 0.0 0.0 0.1 0.395
H -1.66179 1.96475 -0.21366 -0.1 -0.1 0.1 0.394
H -3.01789 1.08840 0.42508 0.0 0.0 0.0 0.379
```
Positions in Å, forces in eV/Å.

=====

(4)
Entry from the Open Molecules 2025 dataset: the molecule C3H7N3O at a distorted geometry (the ωB97M-V functional and the def2-TZVPD basis).

Results
energy relative to the best compared isomer or geometry (same formula, charge and spin) = 119.2 kcal/mol
calculated total energy = -357.859861 Eh
SMILES = NC(=O)NN1CC1
maximum force = 6.15 eV Å⁻¹
HOMO = -9.2 eV
frontier orbital gap = 10.097 eV

Geometry as XYZ:
```
14
Properties=species:S:1:pos:R:3:forces:R:3:nbo_charge:R:1
N 1.21590 1.21517 -0.25204 -0.5 3.6 0.0 -0.893
C 1.48387 -0.11673 0.00278 -3.1 4.1 2.1 0.788
O 2.52550 -0.67892 0.04610 0.0 -0.9 0.0 -0.568
N 0.03064 -0.61578 0.50008 4.8 -2.6 -2.8 -0.516
N -0.82222 0.03549 -0.41931 -4.4 1.2 1.6 -0.307
C -2.02955 0.56353 0.47268 1.3 -1.8 3.7 -0.304
C -2.18417 -0.62574 -0.38683 0.3 0.5 -2.8 -0.273
H 0.16629 1.59324 -0.31508 3.5 -1.8 0.3 0.436
H 1.86207 2.02841 -0.03569 -0.5 -2.2 -0.7 0.405
H 0.31666 -1.47494 -0.04026 -1.5 -0.4 1.1 0.345
H -2.00263 0.43802 1.70108 0.7 -0.5 -3.3 0.214
H -2.40186 1.55886 0.47029 -0.5 0.6 -1.7 0.220
H -2.00055 -1.68633 -0.04233 -1.3 1.4 -0.1 0.232
H -2.73517 -0.39650 -1.43978 1.3 -1.2 2.7 0.221
```
Positions in Å, forces in eV/Å.

=====

(5)
Entry from the Open Molecules 2025 dataset: the molecule C3H7N3O at a distorted geometry (the ωB97M-V functional and the def2-TZVPD basis).

Results
energy relative to the best compared isomer or geometry (same formula, charge and spin) = 71.8 kcal/mol
calculated total energy = -357.935504 Eh
SMILES = [H]/N=C/N(O)/C(C)=N/[H]
maximum force = 2.99 eV Å⁻¹
HOMO = -8.8 eV
frontier orbital gap = 9.714 eV

Geometry as XYZ:
```
14
Properties=species:S:1:pos:R:3:forces:R:3:nbo_charge:R:1
H -2.95154 -0.31190 -0.26872 -0.6 0.3 0.3 0.347
N -2.02430 0.03609 -0.06519 0.1 -3.0 -0.3 -0.704
C -1.30150 -1.05168 -0.01464 -0.3 1.8 0.1 0.273
N 0.06190 -0.90616 0.06715 -0.7 -2.1 0.1 -0.159
O 0.76991 -2.12226 0.02386 0.7 0.7 0.5 -0.556
C 0.79609 0.20995 -0.04815 2.5 1.3 0.8 0.447
C 0.09757 1.59134 0.08516 0.3 0.1 -0.6 -0.687
N 2.08358 -0.05980 -0.11956 -2.1 0.5 0.0 -0.774
H 2.61210 0.78001 -0.17721 0.5 0.8 0.1 0.354
H -1.61113 -2.12087 -0.00214 0.1 0.9 -0.2 0.198
H 1.72723 -1.81463 0.22983 -1.5 -0.1 -0.6 0.518
H -0.73376 1.59691 -0.67342 1.0 0.4 0.9 0.275
H -0.38614 1.77904 1.10373 0.8 -0.5 -1.4 0.253
H 0.85998 2.39398 -0.14069 -0.8 -0.9 0.3 0.217
```
Positions in Å, forces in eV/Å.

=====

(6)
Entry from the Open Molecules 2025 dataset: the molecule C3H7N3O at a distorted geometry (the ωB97M-V functional and the def2-TZVPD basis).

Results
energy relative to the best compared isomer or geometry (same formula, charge and spin) = 96.7 kcal/mol
calculated total energy = -357.895724 Eh
maximum force = 2.17 eV Å⁻¹
HOMO (alpha / beta) = -7.6 / -8.4 eV
frontier orbital gap (alpha / beta) = 5.929 / 7.388 eV

Geometry as XYZ:
```
14
Properties=species:S:1:pos:R:3:forces:R:3:nbo_charge:R:1
C 1.70670 0.21186 -0.00426 0.5 -0.9 0.0 0.605
C 0.86210 -1.07324 -0.18710 0.1 0.6 0.0 -0.482
C -0.61839 -0.85526 0.11954 0.5 -0.8 0.8 -0.294
N 0.98817 1.27792 0.24450 -2.1 0.4 0.0 -0.804
N -1.15058 0.20118 -0.64590 0.0 2.0 -0.1 0.042
N -2.02093 0.95719 -0.08807 0.6 -0.8 0.0 -0.427
O 2.93092 0.10753 -0.07173 0.2 -0.1 -0.2 -0.665
H 0.99577 -1.36787 -1.22716 -0.1 -0.1 0.0 0.228
H 1.26121 -1.85787 0.45141 0.0 -0.1 0.0 0.232
H -1.14035 -1.76787 -0.20398 -0.2 0.1 0.0 0.242
H -0.78064 -0.71317 1.19716 0.0 0.0 -0.1 0.190
H 1.45877 2.16452 0.11180 0.3 -0.1 -0.1 0.356
H -2.16393 0.95823 0.92650 0.2 0.0 -0.3 0.376
H -2.32885 1.75684 -0.62271 -0.1 -0.1 0.0 0.402
```
Positions in Å, forces in eV/Å.

=====

(7)
Entry from the Open Molecules 2025 dataset: the molecule C3H7N3O (the ωB97M-V functional and the def2-TZVPD basis).

Results
energy relative to the best compared isomer or geometry (same formula, charge and spin) = 21.4 kcal/mol
calculated total energy = -358.015784 Eh
SMILES = C/N=C(\N)C(N)=O
maximum force = 0.61 eV Å⁻¹
HOMO = -8.6 eV
frontier orbital gap = 9.451 eV

Geometry as XYZ:
```
14
Properties=species:S:1:pos:R:3:forces:R:3:nbo_charge:R:1
C -1.71335 -1.10785 -0.75180 -0.3 -0.1 0.0 -0.413
N -0.60105 -0.32262 -0.36970 0.6 0.1 0.0 -0.545
C -0.07808 0.53396 0.38613 0.0 -0.3 -0.2 0.376
N -0.48718 1.48689 1.27921 -0.2 -0.1 0.1 -0.816
C 1.45765 0.51233 0.30810 0.3 0.1 0.2 0.614
N 1.91833 -0.28432 -0.67294 0.2 0.2 0.0 -0.807
O 2.14165 1.12773 1.11368 -0.1 -0.1 -0.2 -0.635
H -1.79839 -1.94195 -0.04534 -0.2 0.1 -0.1 0.208
H -1.42743 -1.54375 -1.71682 -0.5 -0.1 0.1 0.195
H -2.69448 -0.63532 -0.86514 0.0 0.2 0.2 0.181
H 0.28369 1.85472 1.83133 -0.2 -0.1 -0.1 0.422
H -1.38968 1.45432 1.72172 0.0 -0.1 -0.2 0.391
H 1.22439 -0.77871 -1.21873 0.2 0.1 0.2 0.427
H 2.90261 -0.46681 -0.74960 0.0 0.1 0.0 0.402
```
Positions in Å, forces in eV/Å.

=====

(8)
Entry from the Open Molecules 2025 dataset: the molecule C3H7N3O at a distorted geometry (the ωB97M-V functional and the def2-TZVPD basis).

Results
energy relative to the best compared isomer or geometry (same formula, charge and spin) = 50.2 kcal/mol
calculated total energy = -357.969915 Eh
SMILES = C/N=C(\N)C(N)=O
maximum force = 7.36 eV Å⁻¹
HOMO = -9.2 eV
frontier orbital gap = 9.823 eV

Geometry as XYZ:
```
14
Properties=species:S:1:pos:R:3:forces:R:3:nbo_charge:R:1
C 0.04326 -0.42055 2.08646 1.1 0.8 -1.1 -0.453
N -0.47500 -0.38985 0.69759 -0.8 2.6 -0.4 -0.510
C 0.23166 0.02051 -0.30009 1.4 -0.1 1.1 0.355
N 1.64784 0.14727 -0.37702 -1.8 -3.4 6.3 -0.810
C -0.40059 0.33519 -1.61550 1.5 -3.8 -0.8 0.589
N -1.59340 0.83490 -1.36336 -2.6 0.7 -4.2 -0.780
O 0.17926 -0.19712 -2.61945 -2.2 2.6 1.8 -0.629
H 0.99158 0.16452 2.03211 -0.3 -0.6 0.8 0.191
H 0.21399 -1.47338 2.14778 0.6 -0.7 1.3 0.205
H -0.56071 -0.02275 2.98972 0.3 -0.7 -2.1 0.218
H 2.00298 0.03074 -1.24927 0.8 -0.2 -3.4 0.394
H 1.84732 -0.80208 0.16481 0.7 2.8 -1.3 0.370
H -1.83857 0.92669 -0.37737 -0.2 -0.2 -0.6 0.443
H -2.28961 0.84591 -2.21641 1.6 0.2 2.8 0.416
```
Positions in Å, forces in eV/Å.